The following is a quantum chemistry calculation of a single C5H2O molecule, from OMol25.

Atoms and positions in Å:
O (2.7859, 0.7118, -0.5538)
C (2.2731, -0.3066, -0.1489)
C (0.8328, -0.3865, 0.0348)
C (-0.3645, -0.2319, 0.1161)
C (-1.7049, 0.0873, 0.1588)
C (-2.8481, 0.4701, 0.1586)
H (2.8680, -1.2028, 0.0959)
H (-3.8423, 0.8586, 0.1384)

Summary:
energy above the lowest of the compared OMol25 structures with the same formula, charge and spin	7.2	kJ/mol
spin multiplicity	1
highest occupied orbital energy	-10.14	eV
SMILES	C#CC#CC=O
net charge	0
gap between HOMO and LUMO	9.6	eV
LUMO	-0.57	eV

From a Löwdin analysis of the wavefunction, the atomic charges in e read: 0.068, -0.271, 0.062, -0.032, -0.134, 0.149, 0.117, 0.041